{"formula": "C3H6N3", "method": "ωB97M-V/def2-TZVPD", "symbols": ["C", "C", "C", "N", "N", "N", "H", "H", "H", "H", "H", "H"], "positions_angstrom": [[0.415, -0.288, -0.648], [-0.349, -1.300, -2.755], [0.660, 0.510, 1.703], [-0.155, -0.686, -1.675], [1.031, 0.066, 0.406], [-0.600, 1.179, 1.798], [-1.260, -1.172, -3.378], [0.406, -2.026, -2.966], [0.470, -0.328, 2.389], [1.400, 1.181, 2.228], [-0.712, 2.183, 1.615], [-1.306, 0.683, 1.282]], "smiles": "C=NC#[N+]CN", "orbital_gap_ev": 7.07, "homo_energy_ev": -13.83, "charge": 1, "lumo_ev": -6.8, "de_lowest_kcal_mol": 69.96}